Arrangement 1

Density functional theory data (ωB97M-V/def2-TZVPD) for a gas-phase ion, C6H12NS (charge +1).

The geometry in XYZ format:
```
20
C6H12NS ωB97M-V/def2-TZVPD
C -0.4504 -0.9022 0.3761
C -0.0120 -1.6789 -0.6086
C 0.5836 1.1567 -0.4245
C -0.6316 -2.9319 -0.8333
C 1.7791 2.1088 -0.2133
C -1.2357 1.1841 1.0902
N 0.0209 0.4518 0.8324
S 1.3353 -1.2900 -1.6086
H -1.1702 -1.3597 0.9438
H -0.0359 1.3466 -1.2127
H 0.0618 -3.6330 -1.2296
H -1.3637 -2.8708 -1.5810
H -1.1759 -3.1590 -0.0342
H 1.6093 2.9648 0.4649
H 2.0327 2.4485 -1.2117
H 2.6010 1.5373 0.1466
H -1.2108 2.1941 1.5351
H -1.6918 1.1335 0.1436
H -1.8133 0.7204 1.9153
H 0.7675 0.5790 1.5095
```

The net charge is +1. The calculation puts the LUMO energy (spin up / spin down) at -6.0 / -6.1 eV. The value obtained for the HOMO energy (spin up / spin down) is -12.628 / -12.617 eV. The calculation puts the frontier orbital gap (spin up / spin down) at 6.593 / 6.541 eV.

These are the natural (NBO) partial charges, in e, on atoms 1 to 5: -0.1915 -0.0864 0.2115 -0.6554 -0.7204


Arrangement 2

Density functional theory data (ωB97M-V/def2-TZVPD) for a gas-phase ion, C6H12NS (charge +1).

The geometry in XYZ format:
```
20
C6H12NS ωB97M-V/def2-TZVPD
C -0.5225 0.9882 0.4771
C -1.5837 0.2414 0.0171
C 0.5956 -0.9155 -0.6738
C -2.9847 0.8092 0.2780
C 1.2466 -2.1695 0.0010
C 1.8505 1.1696 -0.2601
N 0.7949 0.3406 0.2263
S -1.2372 -1.2376 -0.8343
H -0.5339 1.8135 1.1427
H 0.9329 -0.6762 -1.6659
H -3.0421 1.8953 -0.0213
H -3.2270 0.4859 1.3452
H -3.6897 0.2938 -0.4137
H 0.5292 -2.4299 0.8448
H 2.1814 -1.7408 0.4050
H 1.4274 -2.9320 -0.7787
H 1.8561 2.1729 0.0694
H 2.7644 0.6555 0.0753
H 1.6515 1.2645 -1.4056
H 0.9904 -0.0289 1.1715
```

The SMILES is CC1=C[N@H+](C)[C@@H](C)S1. The net charge is +1. The calculation puts the LUMO energy at -3.0 eV. The value obtained for the HOMO energy is -12.847 eV. The calculation puts the frontier orbital gap at 9.896 eV.

These are the natural (NBO) partial charges, in e, on atoms 1 to 5: -0.1712 -0.1009 -0.1267 -0.6619 -0.6354


Arrangement 3

Density functional theory data (ωB97M-V/def2-TZVPD) for a molecular structure, C6H12NS.

The geometry in XYZ format:
```
20
C6H12NS ωB97M-V/def2-TZVPD
C 0.3345 -0.9827 0.3492
C 1.4477 -0.3572 -0.0131
C -0.8109 1.1120 -0.2800
C 2.7822 -0.6340 0.4729
C -0.9597 2.0364 0.8580
C -1.6246 -1.0537 -1.2244
N -0.9820 -0.3567 -0.0729
S 1.2999 0.9451 -1.1304
H 0.2673 -2.0013 0.8267
H -1.2673 1.2125 -1.2828
H 3.6301 -0.0847 0.1566
H 3.0688 -1.7250 0.2366
H 2.7907 -0.5295 1.6213
H -0.5574 1.6190 1.9013
H -2.0276 2.1341 0.9855
H -0.4988 2.9054 0.3420
H -2.5763 -0.5979 -1.2807
H -0.9862 -0.8711 -2.1224
H -1.7993 -2.2260 -1.1077
H -1.5311 -0.5446 0.7643
```

The net charge is +1. The calculation puts the LUMO energy at -4.4 eV. The value obtained for the HOMO energy is -12.765 eV. The calculation puts the frontier orbital gap at 8.398 eV.

These are the natural (NBO) partial charges, in e, on atoms 1 to 5: -0.1506 -0.1378 0.0532 -0.6784 -0.7007


Pick arrangement 2: it beats the second-best structure by 1.403 eV.